No. 1
# C20H30BrN3OS4SbZn

A molecular structure, C20H30BrN3OS4SbZn (the ωB97M-V functional and the def2-TZVPD basis, the Open Molecules 2025 dataset).

Results
net charge	-1
maximum force	0.5	eV Å⁻¹
relative energy (zero: lowest compared OMol25 entry of this formula, charge and spin)	72.4	kJ/mol
HOMO-LUMO gap	5.9	eV
LUMO	0.06850	hartree
multiplicity	1

CARTESIAN COORDINATES (ANGSTROEM)
1 Zn 1.01 -2.32 1.12
2 C -1.85 0.72 4.65
3 C -0.49 0.13 4.42
4 C 0.47 0.03 5.41
5 C 1.69 -0.57 5.15
6 C 1.90 -1.05 3.87
7 Br 3.52 -1.94 3.46
8 N 1.01 -0.96 2.90
9 C -0.17 -0.40 3.17
10 H -1.95 1.09 5.68
11 H -2.63 -0.02 4.48
12 H -2.04 1.55 3.97
13 H 0.26 0.42 6.40
14 H 2.45 -0.67 5.90
15 H -0.89 -0.39 2.36
16 S -2.31 -3.85 -0.99
17 Sb -0.42 -4.75 -0.04
18 S -0.26 -3.90 2.21
19 S 1.49 -3.46 -0.83
20 S -0.08 -6.97 -0.20
21 C 0.40 3.46 -4.03
22 C 1.08 2.42 -3.19
23 C 1.41 1.17 -3.72
24 C 2.00 0.18 -2.95
25 C 2.30 -1.15 -3.56
26 C 2.26 0.46 -1.59
27 C 2.79 -0.63 -0.75
28 O 2.68 -0.66 0.46
29 C 1.94 1.71 -1.03
30 C 2.17 2.05 0.42
31 C 1.37 2.67 -1.86
32 H 0.56 3.27 -5.10
33 H 0.76 4.46 -3.80
34 H -0.68 3.44 -3.85
35 H 1.18 0.96 -4.76
36 H 1.98 -1.16 -4.61
37 H 1.77 -1.96 -3.04
38 H 3.36 -1.40 -3.53
39 H 3.31 -1.45 -1.27
40 H 3.16 1.76 0.75
41 H 1.47 1.53 1.07
42 H 2.04 3.13 0.57
43 H 1.12 3.64 -1.44
44 C -3.97 -0.36 -0.36
45 C -2.52 0.02 -0.61
46 C -2.30 1.50 -0.31
47 C -2.14 -0.28 -2.07
48 N -1.74 -0.77 0.38
49 N -0.35 -0.88 0.07
50 H -4.64 0.25 -0.97
51 H -4.23 -0.21 0.69
52 H -4.14 -1.41 -0.61
53 H -2.86 2.11 -1.02
54 H -1.25 1.78 -0.41
55 H -2.63 1.74 0.70
56 H -2.86 0.21 -2.73
57 H -2.16 -1.35 -2.26
58 H -1.15 0.11 -2.31
59 H -2.07 -1.75 0.34
60 H 0.06 0.04 0.04
61 H -0.21 -1.33 -0.84

Löwdin atomic charge list, values in e, 6 entries: atom 1 (Zn): 0.073, atom 2 (C): -0.041, atom 3 (C): -0.239, atom 4 (C): -0.022, atom 5 (C): -0.098, atom 6 (C): -0.735

No. 2
# C3H3FN2O2

A single C3H3FN2O2 molecule at a distorted geometry (the ωB97M-V functional and the def2-TZVPD basis, the Open Molecules 2025 dataset).

Results
maximum force	4.4	eV Å⁻¹
relative energy (zero: lowest compared OMol25 entry of this formula, charge and spin)	412.1	kJ/mol
HOMO-LUMO gap	9.9	eV
LUMO	0.00853	hartree
multiplicity	1
structure (SMILES)	Nn1cc(F)c(=O)o1

CARTESIAN COORDINATES (ANGSTROEM)
1 N -1.95 -0.03 0.26
2 N -0.76 0.21 -0.48
3 C 0.08 -0.88 -0.32
4 C 1.33 -0.57 -0.20
5 F 2.36 -1.41 0.10
6 C 1.48 0.87 -0.05
7 O 2.26 1.82 0.02
8 O 0.10 1.28 -0.17
9 H -2.81 0.32 -0.24
10 H -1.92 0.32 1.28
11 H -0.17 -1.93 -0.21

Löwdin atomic charge list, values in e, 6 entries: atom 1 (N): 0.051, atom 2 (N): -0.164, atom 3 (C): -0.015, atom 4 (C): -0.186, atom 5 (F): 0.079, atom 6 (C): -0.308

No. 3
# C2H4OS

A single C2H4OS molecule at a distorted geometry (the ωB97M-V functional and the def2-TZVPD basis, the Open Molecules 2025 dataset).

Results
maximum force	2.5	eV Å⁻¹
relative energy (zero: lowest compared OMol25 entry of this formula, charge and spin)	106.8	kJ/mol
HOMO-LUMO gap	9.5	eV
LUMO	0.01836	hartree
multiplicity	1
structure (SMILES)	COC=S

CARTESIAN COORDINATES (ANGSTROEM)
1 C -1.07 0.27 1.45
2 O 0.24 -0.05 1.17
3 C 0.84 -0.11 0.01
4 S 0.10 -0.10 -1.44
5 H -1.67 -0.52 1.06
6 H -1.30 1.22 1.05
7 H -1.14 0.24 2.56
8 H 1.87 0.04 0.26

Löwdin atomic charge list, values in e, 6 entries: atom 1 (C): -0.092, atom 2 (O): -0.187, atom 3 (C): -0.724, atom 4 (S): 0.662, atom 5 (H): 0.082, atom 6 (H): 0.077

No. 4
# C12H11N3OS

A single C12H11N3OS molecule at a distorted geometry (the ωB97M-V functional and the def2-TZVPD basis, the Open Molecules 2025 dataset).

Results
maximum force	1.8	eV Å⁻¹
relative energy (zero: lowest compared OMol25 entry of this formula, charge and spin)	122.9	kJ/mol
HOMO-LUMO gap	8.5	eV
LUMO	0.00429	hartree
multiplicity	1
structure (SMILES)	O=C(Nc1ccc(-c2csnn2)cc1)C1CC1

CARTESIAN COORDINATES (ANGSTROEM)
1 O -3.34 -1.99 1.51
2 C -2.51 -1.37 0.87
3 N -1.18 -1.54 1.17
4 C -0.05 -0.84 0.74
5 C 1.16 -1.53 0.64
6 C 2.30 -0.89 0.23
7 C 2.27 0.47 -0.08
8 C 3.46 1.19 -0.52
9 C 4.75 0.71 -0.68
10 S 5.75 1.97 -1.22
11 N 4.46 3.03 -1.21
12 N 3.39 2.50 -0.84
13 C 1.07 1.17 0.05
14 C -0.08 0.52 0.46
15 C -2.84 -0.49 -0.28
16 C -3.81 0.65 -0.04
17 C -4.25 -0.55 -0.81
18 H -1.01 -2.31 1.81
19 H 1.19 -2.59 0.87
20 H 3.22 -1.44 0.15
21 H 5.14 -0.28 -0.51
22 H 1.06 2.22 -0.16
23 H -0.99 1.08 0.60
24 H -2.03 -0.33 -0.98
25 H -3.63 1.57 -0.56
26 H -4.19 0.77 0.97
27 H -4.38 -0.47 -1.87
28 H -4.91 -1.25 -0.32

Löwdin atomic charge list, values in e, 6 entries: atom 1 (O): 0.076, atom 2 (C): -0.446, atom 3 (N): 0.131, atom 4 (C): -0.240, atom 5 (C): -0.013, atom 6 (C): -0.024